Molecular formula: C10H14NO2
Method: DFT, ωB97M-V/def2-TZVPD

XYZ file:
```
27
Properties=species:S:1:pos:R:3
C -1.76 -0.58 2.97
C -1.48 0.74 2.58
C -1.50 -1.61 2.04
C -1.13 1.01 1.26
C -1.19 -1.36 0.71
C -0.91 -0.01 0.31
C -1.27 2.16 -1.42
C 1.90 1.06 -0.80
C 0.87 0.03 -1.53
C -0.61 0.27 -1.16
N 1.27 -1.36 -1.17
O -2.36 2.20 -1.87
O -1.35 -0.66 -1.96
H -2.16 -0.77 3.99
H -1.82 1.54 3.31
H -1.83 -2.62 2.44
H -1.15 1.98 0.69
H -1.09 -2.22 -0.08
H -0.68 2.99 -1.12
H 1.78 2.08 -1.13
H 1.62 0.92 0.32
H 2.92 0.74 -0.94
H 0.86 0.31 -2.57
H 0.98 -1.48 -0.25
H 2.22 -1.57 -1.23
H 0.73 -2.02 -1.69
H -2.37 -0.54 -1.99
```

Its spin multiplicity is 3. As for the expectation value of S²: 2.01. As for the energy relative to the best compared isomer or geometry (same formula, charge and spin): 218.3 kJ/mol. The frontier orbital gap (alpha / beta) is 6.03 / 6.97 eV. Its lowest unoccupied orbital energy (alpha / beta) is -3.2711 / -6.0407 eV. The largest force on an atom is 4.749 eV/A. As for the net charge: +1.